The following is a DFT calculation (ωB97M-V with the def2-TZVPD basis set) of 4 unconnected molecules or ions with the total composition C2H11NO2.

Structure (XYZ):
```
16
Properties=species:S:1:pos:R:3:forces:R:3
C -0.75994 -1.42523 0.46628 1.50 1.83 -0.60
C -1.74723 -0.44853 -0.22671 -2.09 -1.50 2.07
N -1.33010 0.92087 -0.26381 2.00 -0.57 -1.94
H 0.13930 -0.83840 0.52520 0.63 0.04 1.25
H -0.38184 -2.18967 -0.14081 -0.20 -1.65 -0.95
H -1.07680 -1.79124 1.41702 -0.20 -0.03 0.53
H -2.61707 -0.62265 0.48812 0.47 0.97 -1.29
H -2.03521 -0.95145 -1.14862 -0.29 0.91 -0.31
H -0.31905 1.17574 -0.53704 -1.55 -0.30 0.62
H -1.66212 1.62097 0.33827 -1.13 0.40 1.06
H 2.00663 0.36673 0.09586 0.79 -0.90 2.06
H 2.93730 -0.53657 1.26804 0.32 0.25 -0.59
O 2.09981 -0.16475 0.99665 -0.63 0.50 -0.73
H 0.76406 0.34607 -1.40817 0.73 0.34 -0.43
H 0.11085 -0.43922 -1.70097 0.71 1.38 0.78
O 1.21115 1.24678 -0.84512 -1.06 -1.66 -1.52
```
Positions in Å, forces in eV/Å.

- HOMO-LUMO gap: 5.31 eV
- Molecular weight: 81.1 u
- Energy above the lowest of the compared OMol25 structures with the same formula, charge and spin: 207.6 kcal/mol
- LUMO: -0.1518 Ha
- Spin multiplicity: 1

---

The following is a DFT calculation (ωB97M-V with the def2-TZVPD basis set) of a molecular structure, C20H38AuNO2PSe.

Structure (XYZ):
```
64
Properties=species:S:1:pos:R:3:forces:R:3
Au 0.33320 0.47284 -0.76996 0.29 0.29 0.48
C 0.79132 4.13060 -2.02282 -0.07 0.10 -0.02
C 0.44665 5.37516 -1.20932 0.10 -0.11 0.03
C -0.65623 5.06218 -0.17968 0.08 -0.03 0.03
C -1.56018 3.89197 -0.60930 0.05 -0.09 -0.18
C -1.74068 4.00452 -2.12766 0.03 -0.11 -0.02
C -0.42228 3.68647 -2.85184 0.04 0.06 0.08
P -1.15313 2.08499 -0.14885 -0.80 0.34 0.39
C -2.93044 1.46356 -0.37948 0.24 -0.01 -0.09
C -2.93298 0.55571 -1.63013 -0.29 0.00 -0.01
C -4.16934 -0.33906 -1.64945 0.05 -0.01 0.01
C -4.13434 -1.34107 -0.48397 0.06 0.06 0.02
C -3.35909 -0.76921 0.71042 -0.09 0.05 0.01
C -3.58463 0.73617 0.80945 0.11 0.02 0.04
C -0.70105 2.30274 1.66307 0.07 -0.03 -0.37
C 0.79769 2.66991 1.64926 0.07 0.16 0.18
C 1.31218 3.05155 3.04169 -0.16 0.04 0.00
C 0.65207 2.18383 4.12055 0.09 -0.07 -0.07
C 0.28851 0.83145 3.51618 -0.10 0.12 0.10
C -0.85522 1.01617 2.50970 0.07 -0.11 0.06
H 1.07308 3.32596 -1.33917 0.10 -0.04 -0.06
H 1.64966 4.31934 -2.67332 0.00 -0.03 0.01
H 0.10195 6.15205 -1.89917 0.02 0.06 0.04
H 1.33411 5.76664 -0.70562 -0.03 0.03 0.00
H -1.30105 5.94206 -0.08034 -0.01 -0.02 0.02
H -0.23035 4.88679 0.80702 -0.04 0.07 0.00
H -2.52286 4.04568 -0.11056 0.03 -0.06 -0.01
H -2.06196 5.02665 -2.36004 -0.07 -0.02 0.03
H -2.52136 3.33152 -2.48604 -0.07 0.06 -0.02
H -0.40888 4.18105 -3.82758 -0.04 -0.01 -0.01
H -0.35736 2.61462 -3.02104 0.02 -0.03 -0.09
H -3.53431 2.34823 -0.60504 0.03 -0.01 0.04
H -2.03370 -0.06565 -1.64403 0.00 0.02 -0.03
H -2.90237 1.16532 -2.53589 0.12 0.00 0.00
H -4.22202 -0.87662 -2.59812 -0.08 0.05 -0.03
H -5.06246 0.29150 -1.58053 -0.05 -0.05 -0.04
H -3.65515 -2.26854 -0.80372 -0.04 -0.02 -0.03
H -5.15732 -1.58921 -0.18512 0.01 -0.03 0.01
H -2.29097 -0.95418 0.57458 0.02 -0.06 0.05
H -3.66778 -1.26576 1.63303 0.07 -0.02 0.01
H -3.20330 1.12482 1.75073 -0.13 0.03 -0.01
H -4.66174 0.93858 0.79963 -0.01 -0.01 0.00
H -1.28740 3.13007 2.08432 0.01 -0.04 0.02
H 1.01666 3.48073 0.95516 0.06 -0.10 -0.07
H 1.34299 1.79812 1.28256 0.00 0.00 -0.03
H 1.11934 4.11116 3.24449 0.06 0.00 0.00
H 2.39481 2.90419 3.05685 0.01 0.05 0.01
H -0.26668 2.66971 4.46813 0.02 -0.02 0.10
H 1.31338 2.07243 4.98299 -0.04 0.04 0.03
H -0.02844 0.13503 4.29603 0.00 -0.05 -0.04
H 1.15422 0.38826 3.01814 0.01 -0.03 -0.01
H -1.79459 1.04026 3.06798 0.01 0.02 -0.04
H -0.86650 0.14409 1.85278 -0.06 0.00 0.01
N 3.98479 1.17272 -4.06869 0.02 0.06 0.13
C 2.85983 0.87226 -3.16593 0.12 -0.10 0.03
C 1.60213 0.60810 -3.96064 -0.57 0.25 0.02
O 1.83923 0.34654 -5.25381 0.07 -0.13 -0.18
O 0.47665 0.63932 -3.52125 0.56 -0.10 -0.55
H 4.84977 0.84610 -3.65846 -0.01 -0.02 -0.03
H 4.07429 2.17363 -4.19613 0.04 -0.03 -0.03
H 2.81316 0.44865 -5.34709 -0.07 -0.03 -0.02
H 2.66353 1.63780 -2.41714 -0.06 -0.01 0.01
H 3.06202 -0.04238 -2.59198 -0.12 0.07 0.10
Se 2.06543 -1.02976 -0.19967 0.24 -0.39 -0.05
```
Positions in Å, forces in eV/Å.

- HOMO-LUMO gap: 5.14 eV
- Molecular weight: 631.4 u
- Energy above the lowest of the compared OMol25 structures with the same formula, charge and spin: 5.7 kcal/mol
- LUMO: 0.1011 Ha
- Total charge: -1
- Spin multiplicity: 1

---

The following is a DFT calculation (ωB97M-V with the def2-TZVPD basis set) of 2 unconnected molecules or ions with the total composition C5H9N3.

Structure (XYZ):
```
17
Properties=species:S:1:pos:R:3:forces:R:3
C -0.50876 0.53671 -1.48848 -5.17 -0.94 1.97
C -0.35642 -0.26996 -0.16454 1.82 6.72 -4.97
C -0.81129 -1.42323 0.01584 1.36 -1.31 3.46
C 0.14700 -1.38591 2.06626 2.90 2.60 5.14
C 0.42580 0.59317 0.77118 -3.95 0.38 -4.15
H 1.71182 0.83981 -1.79243 -4.89 1.86 -1.52
H 0.18245 1.47443 -3.04545 1.82 -0.16 2.57
H -1.14846 0.13489 -2.25173 0.60 -2.24 -0.86
H -1.39827 1.19756 -1.28830 0.60 0.58 1.08
H -1.38553 -1.80826 -0.70395 -2.09 -2.57 -2.15
H 0.58596 -1.77142 3.12785 -1.19 0.48 -2.69
H 1.12332 0.33616 2.52088 -2.51 -0.89 -0.14
H -0.24024 1.46203 0.82352 1.02 0.94 -0.72
H 1.32787 0.71787 0.23297 1.79 0.65 0.55
N 0.45581 1.38652 -1.98165 6.02 -0.05 -2.15
N -0.35592 -2.03291 1.19542 -2.85 -5.36 -2.52
N 0.24485 0.01253 1.96260 4.72 -0.67 7.10
```
Positions in Å, forces in eV/Å.

- HOMO-LUMO gap: 8.91 eV
- Molecular weight: 111.1 u
- Energy above the lowest of the compared OMol25 structures with the same formula, charge and spin: 138.4 kcal/mol
- LUMO: 0.0225 Ha
- Spin multiplicity: 1

---

Please write out number 1 again, unchanged.
The following is a DFT calculation (ωB97M-V with the def2-TZVPD basis set) of 4 unconnected molecules or ions with the total composition C2H11NO2.

Structure (XYZ):
```
16
Properties=species:S:1:pos:R:3:forces:R:3
C -0.75994 -1.42523 0.46628 1.50 1.83 -0.60
C -1.74723 -0.44853 -0.22671 -2.09 -1.50 2.07
N -1.33010 0.92087 -0.26381 2.00 -0.57 -1.94
H 0.13930 -0.83840 0.52520 0.63 0.04 1.25
H -0.38184 -2.18967 -0.14081 -0.20 -1.65 -0.95
H -1.07680 -1.79124 1.41702 -0.20 -0.03 0.53
H -2.61707 -0.62265 0.48812 0.47 0.97 -1.29
H -2.03521 -0.95145 -1.14862 -0.29 0.91 -0.31
H -0.31905 1.17574 -0.53704 -1.55 -0.30 0.62
H -1.66212 1.62097 0.33827 -1.13 0.40 1.06
H 2.00663 0.36673 0.09586 0.79 -0.90 2.06
H 2.93730 -0.53657 1.26804 0.32 0.25 -0.59
O 2.09981 -0.16475 0.99665 -0.63 0.50 -0.73
H 0.76406 0.34607 -1.40817 0.73 0.34 -0.43
H 0.11085 -0.43922 -1.70097 0.71 1.38 0.78
O 1.21115 1.24678 -0.84512 -1.06 -1.66 -1.52
```
Positions in Å, forces in eV/Å.

- HOMO-LUMO gap: 5.31 eV
- Molecular weight: 81.1 u
- Energy above the lowest of the compared OMol25 structures with the same formula, charge and spin: 207.6 kcal/mol
- LUMO: -0.1518 Ha
- Spin multiplicity: 1

---

Please write out number 3 again, unchanged.
The following is a DFT calculation (ωB97M-V with the def2-TZVPD basis set) of 2 unconnected molecules or ions with the total composition C5H9N3.

Structure (XYZ):
```
17
Properties=species:S:1:pos:R:3:forces:R:3
C -0.50876 0.53671 -1.48848 -5.17 -0.94 1.97
C -0.35642 -0.26996 -0.16454 1.82 6.72 -4.97
C -0.81129 -1.42323 0.01584 1.36 -1.31 3.46
C 0.14700 -1.38591 2.06626 2.90 2.60 5.14
C 0.42580 0.59317 0.77118 -3.95 0.38 -4.15
H 1.71182 0.83981 -1.79243 -4.89 1.86 -1.52
H 0.18245 1.47443 -3.04545 1.82 -0.16 2.57
H -1.14846 0.13489 -2.25173 0.60 -2.24 -0.86
H -1.39827 1.19756 -1.28830 0.60 0.58 1.08
H -1.38553 -1.80826 -0.70395 -2.09 -2.57 -2.15
H 0.58596 -1.77142 3.12785 -1.19 0.48 -2.69
H 1.12332 0.33616 2.52088 -2.51 -0.89 -0.14
H -0.24024 1.46203 0.82352 1.02 0.94 -0.72
H 1.32787 0.71787 0.23297 1.79 0.65 0.55
N 0.45581 1.38652 -1.98165 6.02 -0.05 -2.15
N -0.35592 -2.03291 1.19542 -2.85 -5.36 -2.52
N 0.24485 0.01253 1.96260 4.72 -0.67 7.10
```
Positions in Å, forces in eV/Å.

- HOMO-LUMO gap: 8.91 eV
- Molecular weight: 111.1 u
- Energy above the lowest of the compared OMol25 structures with the same formula, charge and spin: 138.4 kcal/mol
- LUMO: 0.0225 Ha
- Spin multiplicity: 1